ORCA calculation (ωB97M-V/def2-TZVPD) on a structure of composition C34H59Cl5MnN6O4PS.

Calculated values
strongest force on any atom	1.00	eV Å⁻¹
2S+1	6
net charge	+1
HOMO (alpha / beta)	-9.4 / -9.5	eV

Geometry as XYZ:
```
111
Properties=species:S:1:pos:R:3:mulliken_charge:R:1
Mn -0.900 1.141 1.365 0.59
Cl -8.281 -0.298 1.976 -0.23
C -6.570 -0.088 2.086 0.28
C -5.809 0.088 0.950 -0.80
C -4.456 0.283 1.109 0.57
Cl -3.490 0.556 -0.353 -0.08
C -3.757 0.332 2.336 -1.03
O -2.495 0.519 2.462 0.01
C -4.630 0.114 3.441 0.53
Cl -4.001 -0.002 5.059 -0.23
C -5.984 -0.061 3.328 -0.84
H -6.284 0.120 -0.022 0.48
H -6.561 -0.171 4.236 0.47
N 1.265 2.053 0.862 -0.18
C 2.041 1.765 2.061 1.25
C 3.249 2.699 2.281 -1.16
C 4.636 2.042 2.249 0.06
C 5.041 1.359 3.565 -1.32
N 4.044 0.391 3.978 0.01
C 3.979 -0.826 3.517 0.70
N 4.866 -1.306 2.598 -0.31
N 3.002 -1.633 3.944 -0.30
C 1.127 1.749 3.314 0.26
O 1.692 1.565 4.399 -0.92
O -0.104 1.889 3.140 -0.82
H 1.720 1.671 0.040 -0.01
H 1.151 3.048 0.712 0.44
H 2.335 0.714 1.983 -0.41
H 3.139 3.254 3.206 0.45
H 3.241 3.421 1.461 0.38
H 5.386 2.811 2.056 0.48
H 4.668 1.342 1.409 -0.20
H 5.101 2.120 4.338 0.43
H 6.013 0.882 3.478 0.42
H 3.155 0.795 4.362 0.33
H 5.589 -0.699 2.274 0.19
H 5.036 -2.290 2.536 0.25
H 2.292 -1.279 4.575 -0.01
H 2.738 -2.432 3.390 0.19
O -0.090 -0.507 0.124 0.35
P -0.035 -1.332 -1.144 -0.80
C -0.923 -0.457 -2.459 0.27
C -0.684 -0.918 -3.916 -1.23
C -0.041 0.170 -4.790 -0.96
C -0.894 1.472 -4.791 -1.01
C -1.517 1.781 -3.402 -0.83
C -0.704 1.045 -2.323 0.70
C 1.738 -1.669 -1.488 1.18
C 2.155 -2.237 -2.857 -0.67
C 3.605 -2.764 -2.784 -1.03
C 4.482 -1.938 -1.831 -0.63
C 4.010 -0.482 -1.782 -1.38
C 2.589 -0.398 -1.171 0.88
C -0.843 -2.941 -0.932 0.35
C -1.068 -3.759 -2.201 -0.40
C -1.516 -5.173 -1.829 -0.97
C -0.340 -5.937 -1.220 -0.91
C 0.603 -4.983 -0.457 -0.14
C -0.143 -3.803 0.143 -0.53
H -1.972 -0.639 -2.189 0.78
H -1.670 -1.135 -4.342 0.52
H -0.100 -1.834 -3.962 0.53
H 0.073 -0.232 -5.807 0.54
H 0.950 0.410 -4.398 0.20
H -1.682 1.351 -5.529 0.38
H -0.251 2.295 -5.093 0.36
H -2.530 1.380 -3.349 0.32
H -1.549 2.858 -3.209 0.34
H -1.004 1.363 -1.343 -0.83
H 0.361 1.305 -2.450 0.26
H 1.981 -2.413 -0.724 0.46
H 2.117 -1.450 -3.610 0.29
H 1.534 -3.065 -3.173 -0.15
H 4.047 -2.748 -3.794 0.43
H 3.586 -3.800 -2.453 0.36
H 5.542 -2.014 -2.123 0.53
H 4.383 -2.347 -0.825 0.17
H 3.953 -0.092 -2.796 0.42
H 4.722 0.143 -1.234 0.46
H 2.090 0.511 -1.530 -0.26
H 2.701 -0.306 -0.071 -0.95
H -1.837 -2.648 -0.544 0.63
H -0.114 -3.848 -2.754 -0.17
H -1.786 -3.243 -2.814 0.50
H -1.890 -5.693 -2.709 0.41
H -2.337 -5.122 -1.116 0.39
H 0.193 -6.449 -2.029 0.37
H -0.692 -6.714 -0.544 0.36
H 1.385 -4.640 -1.151 -0.30
H 1.120 -5.528 0.335 0.60
H 0.499 -3.199 0.785 -0.07
H -0.929 -4.204 0.790 0.64
C -3.501 6.723 -0.984 -0.99
N -2.559 5.837 -0.307 -0.18
C -2.662 4.522 -0.168 0.71
S -1.229 3.654 0.119 -0.42
N -3.821 3.888 -0.253 0.11
C -5.145 4.494 -0.134 -1.15
H -2.937 7.613 -1.266 0.35
H -4.309 7.016 -0.344 0.30
H -3.872 6.219 -1.873 0.32
H -1.620 6.152 -0.195 0.27
H -3.744 2.886 -0.251 -0.08
H -5.494 4.916 -1.061 0.34
H -5.162 5.233 0.665 0.40
H -5.813 3.680 0.159 0.33
Cl 0.367 -1.228 5.993 -0.24
C -0.654 -0.671 4.627 -0.29
Cl -0.043 -1.314 3.081 0.00
H -0.628 0.402 4.569 0.24
H -1.634 -1.085 4.786 0.31
```

=====

ORCA calculation (ωB97M-V/def2-TZVPD) on a structure of composition C34H60Br8ClI2NO3P at a distorted geometry.

Calculated values
strongest force on any atom	1.81	eV Å⁻¹
net charge	+1
HOMO	-9.3	eV

Geometry as XYZ:
```
110
Properties=species:S:1:pos:R:3:mulliken_charge:R:1
C -2.150 3.156 0.038 -1.51
C -0.909 2.719 -0.137 -0.43
C -0.326 2.078 -1.396 3.12
C -0.945 2.921 -2.573 -2.13
I -0.305 4.979 -2.353 0.08
C -1.752 2.823 -3.638 0.52
C -2.080 3.943 -4.596 -1.75
I -2.872 1.138 -4.214 0.11
C 1.193 2.472 -1.396 -2.36
C 2.276 1.453 -1.089 0.04
C 3.567 2.121 -0.626 -1.26
C 3.533 2.819 0.709 0.93
O 4.526 3.271 1.193 -0.54
N 1.908 0.343 -0.139 1.28
C 2.795 -0.842 -0.444 -1.11
C 3.411 -1.486 0.793 0.48
C 4.428 -2.552 0.457 0.12
O 4.593 -3.482 1.153 -0.52
O 5.192 -2.313 -0.633 -0.52
C 0.407 0.115 0.036 -3.53
C 0.157 -1.252 0.678 -0.24
C 0.072 -1.260 2.221 0.54
C 0.271 -2.667 2.786 -1.57
Cl 1.276 -0.146 2.964 -0.10
C -0.489 0.502 -1.193 2.17
C -2.009 0.100 -0.886 0.77
C -2.488 -1.203 -1.519 -2.08
C -2.509 0.175 0.594 -0.17
C -3.174 -1.070 1.191 -1.53
P 0.213 -0.423 -2.685 -0.04
C 0.973 0.466 -4.086 -0.37
C 0.655 -0.095 -5.484 -1.57
C 0.322 -2.245 -2.690 0.94
C -0.316 -2.941 -3.907 -1.56
H -2.500 3.419 1.029 0.43
H -2.839 3.307 -0.786 0.30
H -0.219 2.813 0.696 0.04
H -2.736 3.594 -5.384 0.51
H -2.576 4.764 -4.078 0.42
H -1.171 4.326 -5.063 0.43
H 1.316 3.310 -0.712 0.84
H 1.465 2.833 -2.385 0.60
H 2.531 0.967 -2.028 -0.34
H 4.381 1.393 -0.565 0.39
H 3.873 2.829 -1.399 0.67
H 2.592 2.909 1.284 -0.69
H 2.224 0.634 0.791 0.60
H 2.234 -1.573 -1.017 -0.02
H 3.614 -0.490 -1.062 1.32
H 2.680 -1.986 1.416 -0.53
H 3.963 -0.743 1.377 0.49
H 4.744 -2.623 -1.444 0.22
H 0.137 0.820 0.821 1.35
H 0.879 -2.012 0.392 1.08
H -0.796 -1.646 0.343 -0.59
H -0.904 -0.922 2.552 -0.16
H -0.025 -3.420 2.058 0.35
H -0.304 -2.791 3.702 0.38
H 1.314 -2.832 3.056 0.41
H -2.565 0.888 -1.391 0.90
H -2.193 -1.292 -2.555 0.29
H -2.146 -2.102 -1.007 0.25
H -3.579 -1.223 -1.497 0.60
H -3.282 0.942 0.635 0.52
H -1.761 0.524 1.299 -0.07
H -2.603 -1.993 1.092 0.15
H -4.165 -1.232 0.773 0.29
H -3.319 -0.895 2.257 0.19
H 2.065 0.443 -3.996 0.49
H 0.701 1.518 -4.046 0.46
H 1.399 -0.837 -5.774 0.35
H -0.317 -0.579 -5.523 0.33
H 0.682 0.705 -6.222 0.34
H 1.368 -2.554 -2.682 -0.50
H -0.157 -2.651 -1.801 0.26
H -0.640 -3.946 -3.637 0.46
H -1.198 -2.399 -4.249 0.33
H 0.385 -3.004 -4.738 0.35
Br 1.129 3.797 2.974 -0.09
C 2.712 3.976 4.112 -0.66
C 2.385 4.705 5.386 -0.48
Br 2.155 6.607 5.088 -0.13
H 3.459 4.482 3.510 0.51
H 3.041 2.960 4.322 0.35
H 3.210 4.604 6.088 0.41
H 1.470 4.346 5.843 0.20
Br -2.172 -0.165 4.844 -0.04
C -0.755 0.270 6.110 -0.45
C -1.248 1.182 7.201 -0.69
Br -1.479 3.002 6.557 -0.15
H 0.045 0.719 5.532 0.22
H -0.425 -0.681 6.521 0.42
H -0.516 1.238 8.003 0.40
H -2.206 0.869 7.602 0.41
Br 3.510 -3.609 -3.631 -0.16
C 3.225 -5.362 -2.811 -0.51
C 4.009 -6.430 -3.523 -0.70
Br 3.206 -6.880 -5.229 -0.13
H 2.155 -5.540 -2.850 0.41
H 3.549 -5.263 -1.778 0.34
H 4.006 -7.343 -2.932 0.41
H 5.031 -6.127 -3.722 0.37
Br -6.208 0.902 2.218 -0.11
C -7.908 -0.035 2.102 -0.56
C -7.747 -1.513 2.338 -0.60
Br -6.952 -2.411 0.806 -0.14
H -8.316 0.184 1.122 0.37
H -8.541 0.405 2.869 0.34
H -8.718 -1.980 2.483 0.36
H -7.107 -1.725 3.187 0.36
```

=====

ORCA calculation (ωB97M-V/def2-TZVPD) on a structure of composition C34H60Cl10O12S2 at a distorted geometry.

Calculated values
strongest force on any atom	18.96	eV Å⁻¹
ΔE to the lowest compared entry with this formula, charge and spin	1600.7	kcal/mol
HOMO	-7.6	eV

Geometry as XYZ:
```
118
Properties=species:S:1:pos:R:3:mulliken_charge:R:1
C 3.405 -2.734 -2.243 -0.67
C 4.747 -3.359 -1.748 -0.91
C 4.581 -3.545 -0.199 -0.84
S 4.029 -1.826 0.294 1.97
O 5.156 -0.864 0.247 -0.86
O 3.240 -1.963 1.506 -1.05
C 3.010 -1.586 -1.248 0.77
H 2.748 -3.602 -2.190 0.11
H 3.544 -2.459 -3.289 0.46
H 5.623 -2.720 -1.865 0.37
H 5.036 -4.316 -2.182 0.54
H 5.473 -3.845 0.350 0.47
H 3.768 -4.201 0.113 0.36
H 3.199 -0.569 -1.590 -1.08
H 2.003 -1.809 -0.897 -0.87
C -1.026 0.362 0.064 0.66
C -0.391 -0.679 1.046 -0.73
C 1.057 -0.231 1.406 -0.23
S 1.632 0.772 -0.120 3.17
O 2.680 0.037 -0.758 -0.15
O 1.952 2.139 0.226 -1.10
C 0.009 0.682 -1.072 0.63
H -1.160 1.297 0.609 -1.21
H -1.966 0.030 -0.375 0.53
H -0.368 -1.612 0.483 -1.60
H -1.008 -0.805 1.936 1.54
H 1.829 -0.976 1.600 -0.93
H 1.025 0.611 2.098 -1.16
H 0.045 -0.183 -1.735 0.02
H -0.074 1.690 -1.477 -0.10
O -3.396 4.821 -2.680 -0.73
C -2.887 3.685 -2.607 0.33
O -1.942 3.512 -1.751 -0.43
C -1.607 2.128 -1.680 0.26
C -2.487 1.359 -2.640 -0.02
C -3.244 2.422 -3.445 -0.58
H -1.721 1.779 -0.654 -0.31
H -0.530 2.043 -1.825 0.12
H -3.099 0.722 -2.001 0.56
H -1.831 0.662 -3.162 0.77
H -4.321 2.397 -3.607 0.28
H -2.765 2.568 -4.413 0.31
O -2.714 -0.064 -1.495 0.42
C -2.068 -1.086 -1.631 -0.42
O -0.782 -1.212 -1.295 0.12
C -0.312 -2.504 -1.518 0.72
C -1.263 -3.117 -2.455 -0.96
C -2.563 -2.459 -2.094 -1.38
H -0.194 -3.030 -0.571 0.46
H 0.677 -2.580 -1.969 -0.91
H -1.322 -4.177 -2.206 0.56
H -1.060 -2.993 -3.518 0.30
H -3.136 -2.787 -1.227 0.19
H -3.270 -2.318 -2.912 0.64
O 1.596 0.609 4.494 -0.73
C 0.858 1.437 3.913 0.86
O -0.038 1.039 3.083 -0.28
C -0.625 2.116 2.391 -0.44
C 0.363 3.276 2.705 -0.77
C 0.878 2.964 4.101 -1.29
H -1.611 2.305 2.817 1.84
H -0.810 1.930 1.333 -1.16
H -0.184 4.203 2.535 1.02
H 1.158 3.301 1.959 0.27
H 0.290 3.314 4.949 0.23
H 1.846 3.419 4.313 0.45
O -7.071 -0.274 0.584 -0.68
C -5.904 -0.615 0.428 0.42
O -4.983 0.195 0.080 -0.43
C -3.725 -0.456 0.097 -0.68
C -4.036 -1.889 -0.121 -0.47
C -5.325 -2.032 0.658 -0.94
H -3.212 -0.358 1.054 0.36
H -3.016 -0.065 -0.631 -0.13
H -3.268 -2.549 0.281 -0.37
H -4.165 -2.139 -1.174 0.99
H -5.092 -2.132 1.718 0.33
H -5.908 -2.844 0.223 0.40
Cl 5.148 0.775 3.514 -0.22
C 4.317 -0.779 3.194 -0.37
C 2.942 -0.371 2.705 -1.22
Cl 3.039 0.379 1.103 -0.76
H 4.185 -1.255 4.166 0.64
H 4.844 -1.456 2.522 0.19
H 2.534 0.328 3.435 0.81
H 2.256 -1.208 2.827 0.53
Cl 4.167 0.388 -3.140 -0.24
C 2.438 0.652 -3.495 -0.48
C 1.641 -0.549 -3.092 0.55
Cl -0.085 -0.245 -3.347 -0.53
H 2.266 0.763 -4.566 0.61
H 2.098 1.590 -3.055 0.11
H 1.708 -0.828 -2.041 -0.97
H 1.986 -1.460 -3.581 1.20
Cl -2.079 -2.068 1.100 0.69
C -1.301 -3.622 1.608 -1.12
C 0.116 -3.383 1.986 -0.22
Cl 1.130 -2.836 0.578 0.38
H -1.451 -4.387 0.846 0.25
H -1.936 -4.029 2.395 0.60
H 0.636 -4.257 2.378 0.69
H 0.075 -2.627 2.770 0.13
Cl -3.594 1.463 -0.201 -0.33
C -2.962 1.956 1.467 -0.04
C -2.542 3.420 1.388 -0.64
Cl -1.228 3.682 0.231 0.06
H -2.122 1.309 1.720 0.73
H -3.808 1.757 2.126 0.75
H -2.248 3.856 2.343 0.54
H -3.367 3.994 0.965 0.78
Cl 0.982 5.293 -0.803 -0.20
C 1.454 3.929 0.332 1.12
C 2.878 3.530 0.215 0.62
Cl 3.977 4.905 0.493 -0.32
H 0.798 3.093 0.089 -1.59
H 1.090 4.256 1.307 0.17
H 2.979 3.095 -0.779 0.15
H 3.066 2.682 0.874 -0.29
```

=====

ORCA calculation (ωB97M-V/def2-TZVPD) on a structure of composition C34H63Br2ClFNO11S2 at a distorted geometry.

Calculated values
strongest force on any atom	2.57	eV Å⁻¹
HOMO	-9.2	eV

Geometry as XYZ:
```
115
Properties=species:S:1:pos:R:3:mulliken_charge:R:1
C -1.040 -4.225 0.851 -1.72
C -0.938 -2.700 0.718 -0.24
C -1.866 -1.921 1.666 -0.26
Cl -3.359 -2.826 2.073 -0.02
C -2.180 -0.495 1.182 -0.66
Br -0.379 0.349 1.437 0.13
C -2.767 -0.351 -0.257 3.01
C -3.500 -1.631 -0.790 -0.74
C -3.614 -1.748 -2.289 -0.96
F -4.401 -0.747 -2.836 -0.39
C -1.926 0.413 -1.295 -2.30
C -0.651 -0.238 -1.830 -0.02
C 0.325 0.848 -2.367 -1.18
C 1.597 0.973 -1.517 -0.64
S 3.068 1.081 -2.509 1.38
O 4.194 0.931 -1.624 -0.62
O 3.008 0.121 -3.566 -0.69
O 3.130 2.539 -3.121 -0.44
C -4.001 0.591 -0.015 -1.14
O -4.521 1.363 -0.795 -0.46
N -4.461 0.387 1.369 -0.33
C -3.196 0.416 2.058 -0.16
Br -2.671 2.322 1.948 0.11
S -3.563 0.054 3.829 1.64
C -2.065 -0.441 4.630 -1.22
O -3.966 1.302 4.425 -0.73
O -4.562 -0.979 3.920 -0.71
H -0.194 -4.661 0.329 0.47
H -1.021 -4.551 1.882 0.36
H -1.931 -4.566 0.337 0.35
H 0.087 -2.412 0.913 0.60
H -1.168 -2.473 -0.315 0.06
H -1.313 -1.829 2.589 0.69
H -4.519 -1.602 -0.411 0.57
H -3.042 -2.545 -0.442 0.50
H -2.656 -1.803 -2.794 0.12
H -4.117 -2.686 -2.494 0.55
H -1.691 1.384 -0.877 0.57
H -2.567 0.614 -2.146 0.64
H -0.844 -0.894 -2.671 0.07
H -0.113 -0.792 -1.073 0.17
H 0.574 0.674 -3.406 0.79
H -0.162 1.819 -2.337 0.26
H 1.786 0.106 -0.895 0.24
H 1.570 1.844 -0.873 0.31
H 3.857 3.006 -2.677 0.34
H -4.784 -0.580 1.482 0.50
H -2.117 -1.520 4.747 0.32
H -1.177 -0.223 4.049 0.22
H -2.022 -0.021 5.625 0.60
C -3.511 5.281 -1.330 -0.58
C -3.820 5.175 -2.822 -0.57
C -2.430 4.989 -3.416 -0.46
O -1.661 4.294 -2.431 -0.43
C -2.369 4.288 -1.187 0.62
H -4.357 5.045 -0.688 0.34
H -3.168 6.290 -1.088 0.29
H -4.432 4.292 -3.013 0.21
H -4.338 6.044 -3.225 0.39
H -1.950 5.954 -3.616 0.27
H -2.436 4.409 -4.339 0.29
H -2.750 3.279 -1.014 -0.69
H -1.679 4.544 -0.380 0.33
C -4.383 -6.319 -4.919 -0.56
C -4.985 -6.804 -3.603 -0.60
C -4.124 -6.074 -2.582 -0.33
O -3.734 -4.838 -3.192 -0.30
C -4.044 -4.872 -4.591 -0.50
H -5.055 -6.410 -5.771 0.34
H -3.472 -6.878 -5.142 0.26
H -6.024 -6.477 -3.523 0.28
H -4.959 -7.885 -3.480 0.35
H -3.219 -6.644 -2.345 0.25
H -4.654 -5.863 -1.653 0.24
H -4.900 -4.213 -4.772 0.28
H -3.192 -4.496 -5.156 0.33
C 6.953 4.122 -5.042 -0.68
C 7.345 5.477 -4.460 -0.54
C 6.188 5.758 -3.509 -0.47
O 5.727 4.484 -3.037 -0.41
C 6.323 3.448 -3.836 -0.12
H 7.788 3.558 -5.452 0.36
H 6.210 4.255 -5.831 0.29
H 8.277 5.387 -3.899 0.26
H 7.472 6.257 -5.208 0.34
H 5.360 6.256 -4.023 0.29
H 6.483 6.368 -2.655 0.25
H 7.077 2.940 -3.227 0.19
H 5.555 2.726 -4.112 0.24
C 0.135 0.483 9.266 -0.64
C -0.398 -0.791 9.916 -0.54
C -1.444 -1.241 8.906 -0.48
O -0.978 -0.805 7.623 -0.32
C 0.112 0.109 7.791 -0.29
H 1.126 0.771 9.611 0.34
H -0.548 1.313 9.455 0.28
H 0.399 -1.535 9.991 0.25
H -0.814 -0.637 10.910 0.33
H -2.413 -0.772 9.100 0.29
H -1.580 -2.322 8.887 0.27
H 1.037 -0.396 7.494 0.27
H -0.037 0.970 7.138 0.27
C 7.682 -0.956 1.198 -0.54
C 6.554 -0.078 0.660 -0.42
C 5.485 -1.112 0.345 0.00
O 5.661 -2.179 1.288 -0.43
C 6.908 -2.019 1.966 -0.50
H 8.396 -0.421 1.823 0.35
H 8.228 -1.413 0.370 0.27
H 6.204 0.603 1.439 0.27
H 6.831 0.515 -0.209 0.20
H 5.609 -1.517 -0.664 0.24
H 4.475 -0.714 0.433 0.00
H 6.707 -1.697 2.995 0.27
H 7.423 -2.980 2.001 0.28
```

=====

Which of these has the lowest strongest force on any atom?
C34H59Cl5MnN6O4PS

=====

strongest force on any atom of number 1 (C34H59Cl5MnN6O4PS)?
1.00 eV Å⁻¹

=====

Which formula does entry 3 have?
C34H60Cl10O12S2